{"formula": "CH14NO4", "method": "wB97M-V/def2-TZVPD", "total_charge": 1, "total_energy_ha": -401.98925, "lumo_energy_ev": -2.80, "orbital_gap_ev": 12.0, "e_above_lowest_kcal_mol": 15.5, "homo_energy_ev": -14.84, "elements": ["C", "N", "H", "H", "H", "H", "H", "H", "H", "H", "O", "H", "H", "O", "H", "H", "O", "H", "H", "O"], "positions_angstrom": [[-0.721, -0.986, 1.290], [0.512, -1.184, 0.439], [-0.455, -0.983, 2.342], [-1.228, -0.072, 1.031], [-1.342, -1.861, 1.108], [0.295, -1.657, -0.462], [1.259, -1.660, 0.902], [0.838, -0.220, 0.306], [-3.070, -1.355, -4.005], [-2.269, -0.350, -3.223], [-2.608, -1.253, -3.163], [0.102, 4.473, 2.036], [1.399, 4.492, 2.794], [0.951, 4.017, 2.083], [1.669, 1.979, 1.827], [2.568, 1.215, 0.924], [1.873, 1.063, 1.579], [-0.673, -1.919, -2.646], [0.720, -2.000, -2.962], [0.181, -1.738, -2.198]], "mulliken_charge": [-0.827, -0.223, 0.339, 0.299, 0.379, 0.375, 0.355, 0.348, 0.335, 0.342, -0.678, 0.319, 0.330, -0.655, 0.330, 0.338, -0.676, 0.347, 0.310, -0.686]}


{"formula": "CH14NO5", "method": "wB97M-V/def2-TZVPD", "total_charge": 1, "total_energy_ha": -477.19507, "lumo_energy_ev": -4.12, "orbital_gap_ev": 9.4, "e_above_lowest_kcal_mol": 19.3, "homo_energy_ev": -13.48, "elements": ["C", "N", "H", "H", "H", "H", "H", "H", "O", "H", "H", "O", "H", "H", "O", "H", "H", "O", "H", "H", "O"], "positions_angstrom": [[-0.350, 1.398, -2.062], [-0.937, 1.445, -0.946], [-0.355, 2.185, -2.803], [0.314, 0.559, -2.239], [-0.812, 0.706, -0.235], [-1.641, 2.151, -0.744], [-3.974, 1.361, -2.546], [-4.278, 2.590, -1.593], [-3.632, 1.904, -1.838], [0.600, -5.270, 1.832], [-0.108, -6.381, 1.232], [-0.130, -5.847, 2.055], [2.627, 0.565, 0.188], [2.401, 1.539, -1.013], [2.012, 0.795, -0.515], [-1.655, 0.432, 2.058], [-0.922, -0.923, 1.690], [-1.278, -0.082, 1.343], [4.735, 0.038, 1.793], [3.570, 0.560, 2.629], [3.813, 0.276, 1.714]], "mulliken_charge": [-0.209, 0.018, 0.306, 0.328, 0.300, 0.284, 0.296, 0.323, -0.607, 0.306, 0.327, -0.633, 0.341, 0.318, -0.626, 0.306, 0.313, -0.673, 0.311, 0.315, -0.645]}


{"formula": "CH14NO5", "method": "wB97M-V/def2-TZVPD", "total_charge": 1, "total_energy_ha": -477.18965, "lumo_energy_ev": -4.04, "orbital_gap_ev": 10.2, "e_above_lowest_kcal_mol": 22.7, "homo_energy_ev": -14.19, "elements": ["C", "N", "H", "H", "H", "H", "H", "H", "O", "H", "H", "O", "H", "H", "O", "H", "H", "O", "H", "H", "O"], "positions_angstrom": [[-0.601, -1.421, -1.441], [0.518, -0.923, -1.134], [-0.626, -2.448, -1.792], [-1.504, -0.829, -1.481], [0.608, -0.031, -0.621], [1.356, -1.497, -1.115], [0.888, -4.045, 0.869], [2.218, -4.365, 0.168], [1.420, -3.831, 0.100], [-0.084, 4.997, -2.539], [-0.532, 4.244, -1.232], [-0.211, 4.153, -2.107], [-1.082, -0.123, 1.931], [-0.992, -1.738, 1.766], [-0.841, -0.881, 1.384], [1.951, 1.322, 0.958], [0.899, 0.586, 1.818], [1.377, 0.547, 0.986], [-2.538, 2.040, 1.204], [-1.148, 2.558, 1.604], [-1.690, 1.767, 1.570]], "mulliken_charge": [-0.135, -0.055, 0.309, 0.262, 0.315, 0.273, 0.300, 0.309, -0.590, 0.330, 0.297, -0.627, 0.301, 0.261, -0.524, 0.311, 0.292, -0.625, 0.295, 0.296, -0.594]}


{"formula": "CH14O5", "method": "wB97M-V/def2-TZVPD", "smiles": "C.O.O.O.O.O", "total_energy_ha": -422.67164, "lumo_energy_ev": 0.35, "orbital_gap_ev": 11.7, "e_above_lowest_kcal_mol": 21.1, "homo_energy_ev": -11.31, "elements": ["C", "H", "H", "H", "H", "O", "H", "H", "O", "H", "H", "O", "H", "H", "O", "H", "H", "O", "H", "H"], "positions_angstrom": [[2.680, -0.531, -0.878], [3.334, -0.488, -1.744], [2.975, -1.364, -0.243], [1.562, -0.504, -1.030], [2.827, 0.425, -0.434], [-1.719, 1.592, -0.712], [-1.582, 1.212, -1.660], [-2.012, 0.812, -0.215], [-0.413, 0.731, 2.377], [0.008, 1.519, 2.809], [0.125, 0.628, 1.579], [-0.992, -1.883, -1.484], [-0.171, -2.323, -1.308], [-1.688, -2.434, -1.126], [1.037, 2.179, 0.182], [1.258, 3.084, -0.045], [0.126, 2.187, -0.138], [-2.787, -1.444, 1.304], [-1.990, -0.984, 1.549], [-2.579, -2.413, 1.217]], "mulliken_charge": [-0.862, 0.310, 0.277, 0.030, 0.243, -0.732, 0.342, 0.331, -0.643, 0.326, 0.307, -0.595, 0.312, 0.293, -0.596, 0.289, 0.364, -0.628, 0.338, 0.296]}


{"formula": "CH14O6", "method": "wB97M-V/def2-TZVPD", "smiles": "CO.O.O.O.O.O", "total_energy_ha": -497.90619, "lumo_energy_ev": 0.57, "orbital_gap_ev": 11.1, "e_above_lowest_kcal_mol": 21.8, "homo_energy_ev": -10.51, "elements": ["C", "O", "H", "H", "H", "H", "O", "H", "H", "O", "H", "H", "O", "H", "H", "O", "H", "H", "O", "H", "H"], "positions_angstrom": [[-2.078, 1.144, -0.148], [-0.663, 1.432, -0.274], [-2.273, 0.485, 0.715], [-2.378, 0.466, -1.030], [-2.610, 2.139, -0.098], [-0.347, 1.074, -1.068], [1.360, -2.514, -2.417], [2.044, -3.150, -2.673], [1.430, -2.484, -1.503], [0.122, -2.171, 0.363], [0.185, -1.536, 1.117], [-0.736, -1.968, -0.036], [0.243, -0.347, 2.834], [0.996, -0.649, 3.413], [0.617, 0.596, 2.715], [0.465, 0.351, -2.753], [0.567, -0.630, -2.892], [1.207, 0.781, -3.248], [0.239, 2.477, 2.408], [-0.431, 1.792, 2.676], [0.073, 2.396, 1.515]], "mulliken_charge": [-0.593, -0.460, 0.243, 0.282, 0.233, 0.316, -0.626, 0.306, 0.318, -0.644, 0.366, 0.295, -0.690, 0.328, 0.403, -0.659, 0.345, 0.287, -0.724, 0.304, 0.371]}